Here is a structure of composition C39H56HfNO8P2S3SbSe4 in a non-equilibrium geometry from the Open Molecules 2025 dataset. Energies are from ωB97M-V/def2-TZVPD.

Structure (ORCA input):
```
! RIJCOSX wB97M-V def2-TZVPD def2/J DEFGRID3
* xyz 0 1
H -6.397 3.663 1.620
O -1.639 -0.243 1.200
C -1.268 -1.058 4.295
C 3.715 0.775 -4.616
C 2.560 -2.694 -3.973
H -4.525 3.106 3.123
C 1.571 -2.442 -2.992
S -2.763 -0.309 0.115
C 0.168 5.235 1.468
C 3.559 -0.140 4.101
C -0.003 2.142 5.418
H 5.015 -1.388 3.127
Se -3.205 5.473 0.012
H 2.056 5.832 2.357
C -3.983 0.846 0.682
C 3.486 2.014 -4.119
Se -3.609 3.003 -3.165
C -5.747 2.831 1.378
C 2.463 3.523 -2.372
H 3.914 1.947 4.546
H -1.114 -4.424 2.473
H 2.040 4.222 -3.091
H 3.948 2.899 -4.541
H 1.130 -3.294 5.198
H -6.685 2.448 -0.514
C 4.288 -1.454 3.936
H 3.587 -2.260 3.711
C 2.624 2.161 -2.993
C 0.443 4.618 5.307
C 3.049 -0.345 -4.047
C -0.149 -2.229 6.569
H 5.432 2.591 0.002
H -0.949 -2.533 0.169
C -5.915 2.150 0.185
H 2.202 5.132 0.715
H -3.613 -3.920 0.714
H 2.722 -3.710 -4.314
C -1.253 -3.401 2.118
Se -0.842 2.109 -0.464
O 1.699 3.050 3.899
Se -0.306 5.430 -2.604
H -4.649 -1.693 0.262
H 1.833 3.115 5.905
H -0.429 4.729 4.664
N 1.983 1.156 -2.467
H 1.182 5.374 5.036
H -1.636 5.551 2.584
S 0.321 -2.581 2.603
H -2.551 -0.016 5.652
H 4.382 0.614 -5.458
H 5.279 -1.701 -0.086
H -0.248 5.097 0.472
H -3.710 -1.683 1.768
H -3.102 -3.227 -0.820
H -1.120 6.896 1.616
C -1.185 -1.318 6.690
C 5.096 -0.798 -0.673
H -0.872 2.288 4.770
C 5.252 1.718 -0.632
O 0.144 3.854 2.061
H 5.737 -0.820 -1.556
H -2.041 -2.936 2.706
C 4.476 1.017 4.442
C -0.240 -1.988 4.185
H -0.332 2.159 6.458
C 1.021 3.230 5.193
H -5.129 0.649 -1.131
H 4.057 -0.802 -1.012
H 1.752 3.488 -1.549
P 3.054 0.755 1.529
O 2.740 0.111 2.895
H -1.182 -4.247 0.126
C 1.585 5.751 1.370
O 0.370 1.403 2.420
C -5.034 1.143 -0.171
H 0.281 -2.684 7.452
C 5.405 0.439 0.139
H 4.254 1.780 -1.065
C 2.125 -0.090 -3.007
C -3.646 -1.790 0.681
C -0.751 6.112 2.275
H -1.569 -1.066 7.672
H 5.970 1.736 -1.453
O 0.519 -1.399 1.675
H 0.968 -3.259 -2.621
C 0.329 -2.571 5.308
H 3.974 -1.825 -5.322
Sb -2.055 4.031 -1.611
C -4.682 2.528 2.220
O 2.193 0.237 0.385
C 1.313 -1.174 -2.518
O 4.570 0.459 1.367
C -1.742 -0.731 5.555
P 1.092 2.762 2.483
H 2.804 -0.238 4.875
H 0.422 1.162 5.205
C 3.265 -1.662 -4.517
H -1.688 -0.601 3.403
C -3.013 -3.125 0.263
H 3.427 3.922 -2.038
H 5.246 1.144 3.681
C 2.711 2.549 1.614
C -3.773 1.548 1.861
H 3.477 3.067 2.189
C -1.529 -3.336 0.614
H 2.681 2.935 0.594
H 0.141 4.790 6.342
H 6.414 0.373 0.536
H 4.810 -1.694 4.863
H -2.887 1.364 2.451
H 4.965 0.803 5.393
H 1.535 6.743 0.919
H -0.246 6.547 3.142
Hf 0.268 0.489 0.625
S -0.105 -0.902 -1.475
*
```

Computed properties:
Kohn-Sham gap: 0.1780 Ha
relative energy (zero: lowest compared OMol25 entry of this formula, charge and spin): 220.5 kJ/mol